Record 1
{
  "formula": "C24H22FLaO",
  "method": "ωB97M-V/def2-TZVPD",
  "total_charge": 0,
  "e_above_lowest_kcal_mol": 0.0,
  "elements": ["C", "C", "C", "H", "C", "C", "H", "H", "H", "H", "C", "C", "C", "H", "C", "C", "H", "H", "H", "H", "La", "O", "C", "C", "H", "H", "H", "H", "C", "C", "C", "H", "C", "H", "C", "H", "C", "H", "F", "C", "C", "C", "C", "C", "C", "H", "H", "H", "H"],
  "xyz": [[-0.294, 1.033, 2.642], [-0.424, 2.137, 1.750], [-1.663, 2.002, 1.054], [0.234, 3.006, 1.714], [-2.317, 0.841, 1.538], [-1.467, 0.232, 2.497], [-1.695, -0.657, 3.083], [0.506, 0.856, 3.369], [-2.134, 2.760, 0.460], [-3.342, 0.548, 1.325], [2.859, -0.837, -0.399], [2.800, -0.163, 0.859], [2.185, -1.074, 1.781], [3.328, 0.776, 1.121], [1.853, -2.275, 1.083], [2.269, -2.124, -0.266], [2.324, -2.887, -1.021], [3.446, -0.480, -1.221], [2.098, -0.895, 2.854], [1.396, -3.157, 1.543], [-0.022, -0.246, 0.143], [-1.454, -0.773, -1.618], [-1.977, 0.071, -2.688], [-2.977, -0.996, -2.622], [-2.285, 1.046, -2.351], [-1.326, 0.086, -3.537], [-3.730, -0.938, -1.856], [-5.276, -1.937, -3.446], [-4.445, -2.330, -4.014], [-3.136, -1.973, -3.632], [-2.093, -2.483, -4.425], [-1.086, -2.207, -4.172], [-2.327, -3.338, -5.485], [-1.504, -3.759, -6.070], [-3.640, -3.684, -5.824], [-3.839, -4.340, -6.668], [-4.713, -3.151, -5.097], [-5.746, -3.384, -5.389], [5.021, 4.685, 5.221], [4.229, 3.840, 4.486], [3.818, 2.653, 5.105], [2.988, 1.773, 4.338], [2.715, 2.176, 3.068], [3.089, 3.327, 2.437], [3.905, 4.216, 3.193], [4.071, 2.395, 6.132], [2.691, 0.867, 4.833], [2.843, 3.614, 1.433], [4.242, 5.150, 2.737]],
  "atomic_forces_ev_per_a": [[-0.5, 0.2, -0.1], [0.0, -0.4, 0.2], [0.0, -0.4, 0.8], [-0.1, -0.4, -0.1], [0.2, 0.2, 0.1], [0.3, 0.1, 0.1], [0.0, 0.2, -0.2], [-0.4, 0.2, -0.5], [0.0, 0.1, -0.4], [0.4, -0.1, -0.2], [-0.3, -0.1, 0.8], [0.1, -0.7, 0.3], [0.3, 0.2, -0.3], [-0.6, -0.8, -0.3], [-0.2, 0.6, 0.3], [0.3, 0.8, 0.3], [-0.3, -0.2, -0.1], [-0.1, 0.1, -0.5], [-0.2, -0.1, -0.4], [0.2, 0.3, -0.3], [0.1, -0.2, 0.0], [3.9, 1.5, 1.9], [-0.5, -2.3, 1.9], [-2.5, 0.8, -2.3], [0.0, 0.5, 0.1], [0.2, 0.1, -0.6], [-0.2, 0.3, 0.0], [-0.1, 0.1, 0.1], [-0.5, -0.6, 0.1], [-0.5, -0.2, -0.9], [0.2, 0.1, 0.1], [0.4, 0.0, 0.1], [-0.5, -0.3, -0.3], [-0.2, 0.2, 0.3], [-0.1, 0.1, -0.2], [0.1, 0.1, 0.1], [0.4, -0.2, 0.0], [0.5, 0.1, 0.2], [-0.4, -0.4, -0.4], [0.5, 0.1, 0.9], [-0.8, -0.2, -1.2], [1.5, 1.4, 1.1], [-0.5, -0.3, -0.4], [1.0, 0.8, 1.2], [-0.7, -0.7, -0.6], [0.1, 0.3, -0.3], [-0.3, -0.3, -0.3], [-0.2, -0.2, -0.3], [0.0, -0.3, 0.4]],
  "mulliken_charge": [-0.14, -0.35, -0.93, 0.48, -0.27, -1.25, 0.49, 0.43, 0.53, 0.46, -0.83, -0.18, -0.24, 0.48, -1.03, -0.56, 0.49, 0.51, 0.41, 0.46, 1.53, -0.32, -0.60, -0.80, 0.36, 0.33, 0.39, 0.32, -0.40, 0.71, -0.25, 0.34, -0.65, 0.35, -0.31, 0.35, -0.59, 0.34, -0.33, 0.25, -0.49, -0.41, 0.00, -0.22, -0.51, 0.42, 0.38, 0.45, 0.40]
}

---

Record 2
{
  "formula": "C24H22IN6RuS2Se2",
  "method": "ωB97M-V/def2-TZVPD",
  "total_charge": 3,
  "e_above_lowest_kcal_mol": 0.0,
  "multiplicity": 5,
  "elements": ["Ru", "Se", "Se", "C", "C", "C", "C", "C", "N", "C", "C", "C", "C", "C", "N", "H", "H", "H", "H", "H", "H", "H", "H", "S", "C", "C", "C", "C", "C", "N", "H", "H", "H", "H", "C", "N", "C", "C", "N", "C", "S", "H", "H", "H", "H", "H", "H", "I", "C", "C", "C", "C", "C", "N", "H", "H", "H", "H"],
  "xyz": [[-0.621, -1.781, 3.189], [-1.035, 0.316, 5.794], [0.581, 1.088, 4.297], [1.819, -0.385, 4.344], [3.097, -0.155, 4.818], [4.003, -1.206, 4.840], [3.589, -2.455, 4.410], [2.294, -2.606, 3.953], [1.427, -1.587, 3.897], [-2.518, 0.188, 4.576], [-3.662, 0.910, 4.868], [-4.741, 0.838, 3.999], [-4.624, 0.078, 2.846], [-3.452, -0.616, 2.626], [-2.424, -0.591, 3.487], [3.367, 0.827, 5.180], [5.008, -1.053, 5.209], [4.250, -3.309, 4.432], [1.927, -3.567, 3.620], [-3.695, 1.530, 5.753], [-5.647, 1.390, 4.210], [-5.426, 0.017, 2.125], [-3.319, -1.228, 1.745], [-1.002, -3.230, 4.792], [-2.328, -4.009, 3.920], [-3.102, -5.034, 4.436], [-4.087, -5.564, 3.615], [-4.252, -5.056, 2.335], [-3.428, -4.024, 1.915], [-2.479, -3.503, 2.693], [-2.937, -5.401, 5.440], [-4.718, -6.367, 3.972], [-5.006, -5.451, 1.670], [-3.525, -3.605, 0.920], [3.014, 6.578, -11.180], [2.931, 7.846, -10.449], [3.212, 9.057, -10.970], [2.987, 10.000, -9.988], [2.572, 9.327, -8.901], [2.522, 7.981, -9.145], [2.064, 6.802, -8.077], [3.932, 6.572, -11.761], [2.152, 6.485, -11.837], [3.021, 5.765, -10.462], [3.550, 9.188, -11.984], [3.101, 11.070, -10.016], [2.324, 9.725, -8.006], [0.207, -0.441, 0.687], [0.606, -2.485, 0.449], [1.157, -3.031, -0.691], [1.337, -4.408, -0.702], [0.956, -5.158, 0.402], [0.412, -4.510, 1.494], [0.247, -3.181, 1.518], [1.431, -2.414, -1.534], [1.766, -4.889, -1.570], [1.078, -6.232, 0.417], [0.091, -5.048, 2.378]],
  "atomic_forces_ev_per_a": [[0.0, 0.0, -0.1], [0.0, 0.0, 0.0], [0.0, 0.0, 0.0], [0.0, 0.0, 0.0], [0.0, 0.0, 0.0], [0.0, 0.0, 0.0], [0.0, 0.0, 0.0], [0.0, 0.0, 0.0], [0.0, 0.0, 0.0], [0.0, 0.0, 0.0], [0.0, 0.0, 0.0], [0.0, 0.0, 0.0], [0.0, 0.0, 0.0], [0.0, 0.0, 0.0], [0.0, 0.0, 0.0], [0.0, 0.0, 0.0], [0.0, 0.0, 0.0], [0.0, 0.0, 0.0], [0.0, 0.0, 0.0], [0.0, 0.0, 0.0], [0.0, 0.0, 0.0], [0.0, 0.0, 0.0], [0.0, 0.0, 0.0], [0.0, 0.0, 0.1], [0.0, 0.0, 0.0], [0.0, 0.0, 0.0], [0.0, 0.0, 0.0], [0.0, 0.0, 0.0], [0.0, 0.0, 0.0], [0.0, 0.1, 0.1], [0.0, 0.0, 0.0], [0.0, 0.0, 0.0], [0.0, 0.0, 0.0], [0.0, 0.0, 0.0], [0.0, 0.0, 0.0], [0.0, 0.0, 0.0], [0.0, 0.0, 0.0], [0.0, 0.0, 0.0], [0.0, 0.0, 0.0], [0.0, 0.0, 0.0], [0.0, 0.1, -0.1], [0.0, 0.0, 0.0], [0.0, 0.0, 0.0], [0.0, 0.0, 0.0], [0.0, 0.0, 0.0], [0.0, 0.0, 0.0], [0.0, 0.0, 0.0], [0.0, 0.0, 0.1], [0.0, 0.0, 0.0], [0.0, 0.0, 0.0], [0.0, 0.0, 0.0], [0.0, 0.0, 0.0], [0.0, 0.0, 0.0], [0.1, 0.0, 0.0], [0.0, 0.0, 0.0], [0.0, 0.0, 0.0], [0.0, 0.0, 0.0], [0.0, 0.0, 0.0]],
  "mulliken_charge": [0.82, 0.07, 0.01, 0.21, -0.73, -0.26, -0.95, -0.10, 0.36, 0.20, -0.74, -0.23, -1.04, -0.20, 0.23, 0.47, 0.44, 0.44, 0.40, 0.46, 0.44, 0.45, 0.54, -0.20, 0.70, -0.80, -0.25, -0.88, -0.18, 0.04, 0.48, 0.43, 0.44, 0.43, -0.80, 0.12, -0.08, -0.36, 0.00, 0.19, -0.14, 0.35, 0.34, 0.30, 0.45, 0.41, 0.22, 0.11, 0.14, -0.54, -0.22, -0.94, -0.33, 0.40, 0.47, 0.42, 0.44, 0.55]
}

---

Record 3
{
  "formula": "C24H22N6O2",
  "method": "ωB97M-V/def2-TZVPD",
  "smiles": "CCOc1ccc(Nc2cc(Nc3ccccc3OCC)nc(C=C(C#N)C#N)n2)cc1",
  "total_charge": 0,
  "e_above_lowest_kcal_mol": 0.5,
  "elements": ["C", "C", "O", "C", "C", "C", "C", "N", "C", "C", "C", "N", "C", "C", "C", "C", "C", "C", "O", "C", "C", "N", "C", "C", "C", "C", "N", "C", "N", "N", "C", "C", "H", "H", "H", "H", "H", "H", "H", "H", "H", "H", "H", "H", "H", "H", "H", "H", "H", "H", "H", "H", "H", "H"],
  "xyz": [[5.975, -2.380, -2.940], [4.793, -3.231, -2.481], [4.204, -2.748, -1.291], [3.392, -1.657, -1.329], [2.975, -0.988, -2.476], [2.118, 0.092, -2.377], [1.656, 0.535, -1.143], [0.806, 1.643, -1.102], [-0.232, 1.897, -0.273], [-0.742, 1.016, 0.685], [-1.831, 1.463, 1.435], [-2.453, 0.712, 2.386], [-2.015, -0.537, 2.860], [-1.758, -0.680, 4.222], [-1.266, -1.861, 4.740], [-1.008, -2.925, 3.890], [-1.303, -2.816, 2.547], [-1.840, -1.644, 2.016], [-2.133, -1.666, 0.682], [-3.343, -1.068, 0.237], [-3.897, -1.919, -0.896], [-2.357, 2.687, 1.267], [-1.816, 3.432, 0.313], [-2.386, 4.744, 0.076], [-1.928, 5.533, -0.918], [-2.475, 6.815, -1.162], [-2.922, 7.852, -1.354], [-0.882, 5.159, -1.805], [-0.071, 5.008, -2.603], [-0.798, 3.098, -0.460], [2.104, -0.111, 0.008], [2.950, -1.194, -0.088], [6.422, -2.821, -3.826], [6.722, -2.334, -2.152], [5.658, -1.366, -3.171], [5.140, -4.235, -2.222], [4.044, -3.321, -3.277], [3.302, -1.297, -3.457], [1.801, 0.602, -3.275], [0.908, 2.331, -1.837], [-0.341, 0.028, 0.813], [-3.052, 1.251, 2.996], [-1.932, 0.167, 4.870], [-1.069, -1.945, 5.798], [-0.600, -3.845, 4.278], [-1.143, -3.642, 1.872], [-3.150, -0.050, -0.125], [-4.063, -1.015, 1.061], [-4.120, -2.922, -0.539], [-4.804, -1.468, -1.286], [-3.162, -1.991, -1.693], [-3.192, 5.063, 0.720], [1.818, 0.252, 0.983], [3.296, -1.702, 0.798]],
  "atomic_forces_ev_per_a": [[-0.3, -0.1, 0.2], [0.3, -0.1, -0.3], [-0.1, 0.1, 0.2], [-0.1, 0.2, 0.1], [0.2, -0.3, 0.0], [-0.2, 0.1, 0.3], [0.3, -0.5, -0.1], [0.0, 0.5, -0.3], [-0.5, 0.0, 0.3], [0.0, 0.0, 0.0], [0.4, 0.2, -0.3], [-0.2, 0.1, 0.1], [0.1, -0.2, -0.1], [0.1, -0.1, 0.0], [0.0, 0.1, 0.1], [0.0, 0.0, 0.0], [0.0, 0.1, -0.1], [-0.1, -0.1, 0.1], [0.4, 0.0, 0.3], [-0.6, 0.1, -0.3], [0.3, 0.2, 0.4], [-0.4, 0.3, 0.1], [0.6, -1.1, 0.1], [0.1, 0.7, -0.5], [-0.4, -0.7, 0.9], [-0.3, 0.5, 0.0], [-0.1, 0.3, -0.1], [0.6, 0.1, -0.7], [0.1, 0.1, -0.2], [-0.1, -0.1, 0.2], [0.0, 0.1, -0.1], [0.1, -0.2, -0.2], [0.1, 0.0, -0.1], [0.1, 0.0, 0.0], [0.0, 0.1, -0.1], [-0.1, 0.1, -0.1], [0.0, 0.0, 0.1], [0.1, 0.0, -0.1], [-0.1, 0.0, -0.1], [0.0, 0.0, 0.1], [0.0, -0.1, 0.0], [0.0, 0.0, -0.1], [0.0, 0.1, 0.0], [0.0, 0.0, 0.1], [0.0, -0.1, 0.0], [0.0, -0.1, -0.1], [0.0, -0.1, 0.1], [0.1, 0.0, -0.1], [0.0, -0.1, 0.0], [-0.1, 0.0, -0.1], [0.0, 0.0, -0.1], [0.0, 0.1, 0.0], [0.0, 0.0, 0.1], [0.0, -0.1, 0.1]],
  "mulliken_charge": [-1.04, -0.43, -0.46, 0.86, -0.26, -1.15, 0.13, -0.08, -0.43, 0.59, -0.24, 0.08, 0.56, -0.60, -0.69, -0.48, -0.77, 0.42, -0.43, 0.12, -1.46, -0.70, 0.41, -0.58, 0.60, -0.05, -0.49, 0.23, -0.53, -0.53, -0.13, -0.82, 0.35, 0.30, 0.34, 0.31, 0.34, 0.36, 0.39, 0.24, 0.71, 0.31, 0.42, 0.38, 0.41, 0.45, 0.14, 0.34, 0.36, 0.41, 0.32, 0.51, 0.54, 0.43]
}

---

Record 4
{
  "formula": "C24H22N7RuS",
  "method": "ωB97M-V/def2-TZVPD",
  "total_charge": 3,
  "total_energy_ha": -1803.2636,
  "elements": ["Ru", "C", "C", "C", "C", "C", "C", "N", "C", "C", "C", "C", "C", "N", "C", "C", "C", "C", "C", "C", "N", "H", "H", "H", "H", "H", "H", "H", "H", "H", "H", "H", "H", "H", "H", "H", "N", "C", "S", "N", "N", "C", "C", "C", "C", "C", "C", "N", "H", "H", "H", "H", "H", "H", "H"],
  "xyz": [[-0.388, -0.429, -0.022], [-3.692, 0.073, 1.255], [-2.968, 1.297, 0.789], [-3.675, 2.497, 0.753], [-3.053, 3.668, 0.384], [-1.696, 3.630, 0.096], [-1.030, 2.427, 0.146], [-1.661, 1.246, 0.443], [0.426, 2.356, -0.086], [1.280, 3.438, -0.218], [2.635, 3.198, -0.402], [3.116, 1.899, -0.443], [2.215, 0.854, -0.300], [0.913, 1.109, -0.129], [2.541, -0.583, -0.340], [3.846, -1.018, -0.425], [4.106, -2.377, -0.496], [3.036, -3.245, -0.503], [1.731, -2.768, -0.415], [0.612, -3.760, -0.468], [1.480, -1.446, -0.306], [-4.646, 0.359, 1.690], [-3.124, -0.440, 2.029], [-3.909, -0.612, 0.437], [-4.720, 2.491, 1.028], [-3.601, 4.600, 0.342], [-1.170, 4.536, -0.165], [0.913, 4.452, -0.173], [3.318, 4.030, -0.513], [4.169, 1.715, -0.593], [4.658, -0.307, -0.439], [5.121, -2.745, -0.560], [3.194, -4.311, -0.589], [0.158, -3.904, 0.513], [0.995, -4.728, -0.782], [-0.149, -3.460, -1.185], [-2.934, -2.019, -3.117], [-2.193, -1.700, -2.082], [-0.851, -0.605, -2.231], [-2.490, -2.335, -0.909], [-1.734, -1.925, 0.081], [-1.870, -2.527, 1.252], [-1.033, -2.052, 2.306], [-1.049, -2.621, 3.577], [-0.189, -2.124, 4.547], [0.659, -1.082, 4.213], [0.629, -0.554, 2.921], [-0.195, -1.011, 1.988], [-2.779, -1.611, -4.029], [-3.667, -2.712, -3.020], [-2.582, -3.337, 1.373], [-1.723, -3.441, 3.791], [-0.183, -2.546, 5.544], [1.341, -0.661, 4.940], [1.277, 0.267, 2.641]],
  "atomic_forces_ev_per_a": [[-0.5, -0.2, -0.7], [0.0, 0.0, 0.0], [0.0, -0.2, 0.1], [0.0, 0.0, 0.0], [0.0, 0.0, 0.0], [0.0, 0.0, 0.0], [0.0, 0.1, 0.0], [0.2, 0.0, 0.1], [0.0, 0.0, 0.0], [0.0, 0.0, 0.0], [0.0, 0.0, 0.0], [0.0, 0.0, 0.0], [0.1, 0.0, 0.0], [-0.1, 0.0, 0.0], [0.0, 0.1, 0.0], [0.0, 0.0, 0.0], [0.0, 0.0, 0.0], [0.0, 0.0, 0.0], [-0.1, 0.0, 0.0], [0.0, 0.0, 0.0], [0.1, 0.1, 0.1], [0.0, 0.0, 0.0], [0.0, 0.0, 0.0], [0.0, 0.0, 0.0], [0.0, 0.0, 0.0], [0.0, 0.0, 0.0], [0.0, 0.0, 0.0], [0.0, 0.0, 0.0], [0.0, 0.0, 0.0], [0.0, 0.0, 0.0], [0.0, 0.0, 0.0], [0.0, 0.0, 0.0], [0.0, 0.0, 0.0], [0.0, 0.0, 0.0], [0.0, 0.0, 0.0], [0.0, 0.0, 0.0], [-0.1, 0.1, -0.7], [-0.9, -1.1, 1.6], [0.6, 0.1, 1.0], [0.2, 0.7, -1.6], [0.3, -0.1, 0.9], [0.2, 0.3, -0.6], [0.0, 0.0, 0.1], [0.1, 0.1, 0.1], [-0.1, -0.1, -0.1], [0.1, 0.2, -0.2], [0.2, 0.0, 0.3], [-0.2, 0.0, -0.4], [0.0, -0.1, 0.1], [0.1, 0.1, 0.0], [0.0, 0.0, 0.0], [0.0, 0.0, 0.0], [0.0, 0.0, 0.0], [0.0, 0.0, 0.0], [0.0, 0.0, 0.0]],
  "mulliken_charge": [-0.26, -1.24, 0.85, -1.00, -0.82, -1.02, 0.58, 0.88, 0.73, -0.93, -1.03, -0.94, 0.55, 0.73, 0.64, -0.98, -0.82, -0.95, 0.85, -1.22, 0.89, 0.53, 0.19, 0.18, 0.51, 0.49, 0.45, 0.50, 0.48, 0.54, 0.44, 0.49, 0.50, 0.12, 0.54, 0.17, -0.35, 0.68, -0.18, -1.67, 1.81, -1.10, 1.23, -1.17, -0.46, -0.94, -0.12, 0.62, 0.25, 0.27, 0.40, 0.55, 0.50, 0.49, 0.53]
}